21
Properties=species:S:1:pos:R:3:forces:R:3:lowdin_charge:R:1 method="wB97M-V/def2-TZVPD" homo_ev=-10.386 de_lowest_kcal_mol=156.1 total_energy_ev=-15037.831 multiplicity=1 max_force_ev_per_a=2.89 smiles="C[C@H](CO)[C@@H](C)OON=O" charge=0 homo_lumo_gap_ev=10.250
O -3.034036 0.685510 -0.440629 -0.421 0.172 -0.012 -0.058
H -1.215523 2.437499 -0.526791 0.178 -0.015 0.135 0.083
O 2.832052 -0.425452 0.269906 -0.226 0.233 0.490 -0.054
H -0.391327 1.942952 0.983587 0.021 0.158 -0.261 0.096
C 0.501244 -0.444142 0.200048 -0.573 0.002 0.617 -0.389
N 3.843778 0.477084 -0.077256 1.907 0.378 1.796 -0.005
H -0.415476 -2.362657 0.343516 0.163 0.012 -0.056 0.083
H 0.377025 -2.045372 -1.214079 0.144 -0.073 0.193 0.101
H 0.554813 2.141399 -0.522765 -0.358 0.141 0.158 0.083
H -1.968536 0.034079 1.225069 -0.123 -0.099 -0.193 0.132
C -2.007748 -0.096152 0.127399 0.561 -0.419 0.317 -0.245
C -0.646572 0.359003 -0.426150 -0.117 -0.062 -0.175 -0.312
C 0.459486 -1.906008 -0.129392 -0.087 -0.366 -0.097 -0.031
H 1.348647 -2.398429 0.260182 -0.022 -0.143 -0.144 0.080
C -0.409850 1.826284 -0.110935 -0.166 0.279 -0.164 -0.050
H -2.185929 -1.159801 -0.097089 0.114 0.208 0.100 0.116
O 4.752279 0.417658 0.705361 -2.118 -0.400 -1.931 0.051
H 0.465956 -0.286435 1.292469 0.050 -0.113 -0.147 0.158
H -0.637723 0.175108 -1.515725 0.010 0.145 0.312 0.158
H -3.884095 0.424547 -0.053282 0.436 0.096 -0.175 0.098
O 1.661525 0.203334 -0.293444 0.628 -0.134 -0.763 -0.095

---

19
Properties=species:S:1:pos:R:3:forces:R:3:mulliken_spin:R:1 method="wB97M-V/def2-TZVPD" homo_ev="0.920 / -4.741" de_lowest_kcal_mol=58.6 total_energy_ev=-19732.787 s2=0.751 multiplicity=2 max_force_ev_per_a=5.72 charge=-1 homo_lumo_gap_ev="2.272 / 7.861"
C 1.432107 0.682534 -0.820166 2.560 -2.199 1.682 0.254
C -1.707804 -2.893038 0.758273 0.583 2.953 0.957 0.142
C -0.316681 -0.983223 0.110214 -2.460 -0.257 -3.800 0.449
H 1.619690 1.682211 1.040602 2.826 0.379 2.914 -0.273
C 0.944065 1.647945 0.311139 -3.743 -1.318 -4.123 0.874
H -0.170817 -1.783495 1.963370 -1.865 -1.000 -0.764 -0.027
H -2.362454 -3.436567 1.482691 1.215 0.007 0.122 -0.007
H -0.034687 1.227733 0.761657 1.586 0.924 -0.584 0.227
H 1.122088 0.753612 -1.881771 -0.952 0.176 1.040 0.008
H 1.530764 -1.575097 -0.932096 -0.356 1.190 1.525 -0.010
H -0.754210 -1.424999 -0.834097 0.736 0.643 0.881 0.083
H -0.973073 -0.090868 0.159185 0.884 -0.036 0.178 0.078
H -0.848183 3.075952 -0.552370 0.660 -0.131 0.186 -0.168
H 1.549301 -0.967698 0.777126 2.185 0.270 1.627 -0.011
S 0.574093 3.207784 -0.427244 -0.702 1.493 -0.061 -0.035
C 1.195647 -0.754091 -0.175689 -2.052 -0.952 -3.134 -0.205
O -2.004465 -2.813883 -0.392549 -1.875 -2.197 -2.202 -0.158
H 2.593575 0.695616 -1.022844 -1.835 0.477 0.870 0.027
N -0.815111 -1.881519 1.130317 2.604 -0.423 2.686 -0.250

---

19
Properties=species:S:1:pos:R:3:forces:R:3:mulliken_spin:R:1 method="wB97M-V/def2-TZVPD" homo_ev="0.854 / -4.859" de_lowest_kcal_mol=24.9 total_energy_ev=-19734.248 s2=0.751 multiplicity=2 max_force_ev_per_a=3.47 charge=-1 homo_lumo_gap_ev="2.423 / 8.027"
C -0.704911 -0.713987 0.151858 0.028 1.048 -0.133 0.840
C 1.253133 1.912898 -0.779826 -0.579 -0.057 2.249 0.256
O 0.980895 3.093127 -0.754272 0.233 0.398 -0.675 -0.120
H 2.359168 -0.792532 1.853127 0.119 0.071 -0.554 0.005
H -1.061351 1.132193 -1.064138 -1.839 -1.108 0.583 -0.295
N 0.949341 1.127516 0.349383 1.614 -0.930 -2.928 -0.142
C -1.648274 0.184967 -0.781247 0.529 -1.434 1.385 1.216
H -0.748332 -1.714309 -0.221232 -0.099 -0.647 -0.195 -0.161
C 0.820021 -0.345131 0.266310 -1.437 1.785 -0.291 0.138
C 1.314476 -0.914757 1.562614 -0.013 -0.826 1.146 0.139
H -3.116353 -1.283520 -2.006343 -1.112 -0.263 0.422 -0.107
S -1.888233 -0.836577 -2.244016 1.002 0.697 -1.407 0.044
H -2.725255 0.150530 -0.233677 2.089 1.006 -1.060 -0.495
H 0.412774 1.530020 1.080275 -0.473 0.808 0.267 0.006
H -1.147078 -0.777236 1.150355 0.140 0.331 0.225 -0.082
H 1.826856 1.468527 -1.638162 -0.555 -0.274 0.813 0.045
H 0.741793 -0.617378 2.475493 0.105 0.457 -0.972 -0.034
H 1.063844 -1.956399 1.523145 0.281 -0.986 0.058 -0.035
H 1.317486 -0.647953 -0.689645 -0.032 -0.077 1.067 -0.218

---

19
Properties=species:S:1:pos:R:3:forces:R:3:mulliken_spin:R:1 method="wB97M-V/def2-TZVPD" homo_ev="-2.628 / -2.522" de_lowest_kcal_mol=62.1 total_energy_ev=-19732.638 s2=0.755 multiplicity=2 max_force_ev_per_a=2.54 charge=-1 homo_lumo_gap_ev="5.796 / 5.230"
H -0.086558 0.966266 -0.420142 -1.076 0.421 0.686 0.054
H -2.185911 0.103531 -1.973585 -1.541 0.102 -1.400 0.029
H 0.044750 -1.410438 0.025409 0.359 0.118 1.682 -0.006
H -1.973180 -0.798966 1.048946 0.004 0.023 0.420 -0.003
N 1.432461 -0.211102 0.952718 -0.043 -1.180 -0.646 0.001
H 1.571707 -0.023746 -0.045959 0.266 0.122 0.514 0.002
H 0.217545 -1.719895 1.739626 -0.203 -0.045 0.601 -0.002
C 1.610786 1.075575 1.648569 -2.326 0.474 -0.917 -0.002
C -1.170067 0.707403 -0.210520 1.158 0.092 0.176 -0.022
C -1.463843 -0.254557 -1.320443 0.883 1.487 0.415 0.772
H -1.703760 1.690554 -0.280647 0.018 -1.131 0.218 0.004
C 0.157036 -0.904880 1.025759 -0.381 -0.406 -0.769 -0.011
O 0.721132 2.015630 1.154641 1.924 -0.095 0.801 0.024
H -1.228106 0.412128 2.147578 0.059 0.343 -1.249 0.003
C -1.150942 -0.070881 1.142610 0.469 -0.458 -0.041 0.071
H 2.692913 1.162661 1.476051 0.375 1.041 0.238 0.000
H 0.571516 -0.350610 -2.870751 -0.740 0.136 0.424 0.081
S -0.190132 -1.180715 -2.075023 0.503 -0.852 -1.174 0.001
H 1.427095 0.896686 2.731832 0.292 -0.190 0.024 0.002

---

19
Properties=species:S:1:pos:R:3:forces:R:3:lowdin_charge:R:1 method="wB97M-V/def2-TZVPD" homo_ev=-0.009 de_lowest_kcal_mol=0.1 total_energy_ev=-19733.968 multiplicity=1 max_force_ev_per_a=1.02 smiles=[O-]CCNCCC[S-] charge=-2 homo_lumo_gap_ev=5.864
H 0.411360 -0.879287 -1.372463 0.128 -0.165 0.051 0.076
H -1.435782 -2.496142 -1.426645 -0.105 0.057 -0.354 0.083
C -2.041338 -2.262935 0.546234 -0.139 -0.259 0.053 -0.579
H 1.565760 -1.000485 0.916487 0.423 -0.067 -0.387 0.088
S 1.819367 3.276900 -0.126806 0.007 -0.004 0.108 -0.022
H -2.118580 -1.432876 1.297331 -0.054 0.017 -0.019 0.071
C 0.543991 0.821040 0.539532 -0.847 0.460 0.319 -0.325
H 1.681779 1.169316 -1.259126 -0.086 -0.093 0.074 0.022
H -1.870970 -0.809640 -1.024043 -0.060 0.027 -0.105 0.093
H -0.416752 1.199906 0.153816 0.208 -0.258 -0.383 0.096
H 2.634875 0.996946 0.185644 0.023 0.075 0.116 0.028
C -1.320652 -1.699903 -0.696909 0.458 -0.039 0.376 -0.251
H 0.003512 -1.039564 1.493749 -0.531 -0.027 -0.268 0.084
C 0.555243 -0.708230 0.614376 0.296 0.276 0.730 -0.289
O -3.225110 -2.827950 0.219635 -0.200 0.090 0.038 -0.414
H -1.335138 -2.994227 1.021713 0.240 0.051 0.023 0.075
H 0.504661 1.248257 1.545386 0.395 -0.139 0.262 0.078
C 1.712657 1.450868 -0.196564 0.186 -0.012 -0.511 -0.828
N 0.143738 -1.443443 -0.569907 -0.343 0.011 -0.124 -0.085

---

19
Properties=species:S:1:pos:R:3:forces:R:3:lowdin_charge:R:1 method="wB97M-V/def2-TZVPD" homo_ev=-7.329 de_lowest_kcal_mol=147.3 total_energy_ev=-19730.710 multiplicity=1 max_force_ev_per_a=2.82 charge=0 homo_lumo_gap_ev=3.329
H -3.160479 -0.837955 -0.753621 0.167 -0.034 -0.315 0.084
H 0.680179 -2.877601 -1.636571 -0.103 -0.007 0.081 0.011
H 2.983146 1.851837 1.048383 -0.147 -0.034 0.090 0.068
N 0.545535 -0.370740 0.608084 -1.588 0.342 -0.495 0.075
H -3.798032 0.656457 -0.073597 0.091 0.207 -0.027 0.094
H -1.553233 1.417451 0.490111 0.797 -0.050 0.332 0.112
H 2.590855 0.398362 1.972135 0.234 -0.012 -0.174 0.071
C -1.682650 0.397747 0.168928 -1.828 0.056 -1.533 0.086
O -1.025043 -1.863868 -0.072563 -0.714 0.301 -0.255 0.018
H 0.551466 1.675394 1.280201 -0.269 -0.374 0.215 0.114
C 2.533710 0.852929 0.971631 0.015 0.201 0.791 -0.707
H 1.241260 -1.027530 0.233661 0.056 -0.135 0.346 0.075
C -2.944645 0.214761 -0.599300 0.033 -0.346 1.182 -0.050
C -0.771984 -0.693906 0.198272 2.577 -0.489 1.030 -0.491
H -2.851699 0.763031 -1.540151 0.031 -0.017 -0.204 0.109
C 1.058081 0.973868 0.616595 1.080 0.581 -0.915 -0.334
H 1.057138 1.397158 -0.400603 -0.231 0.032 0.178 0.111
H 1.090728 -2.898079 -2.251036 0.111 -0.009 -0.112 0.034
S 3.455674 -0.029323 -0.260565 -0.313 -0.215 -0.217 0.522

---

Repeat the first record exactly.
21
Properties=species:S:1:pos:R:3:forces:R:3:lowdin_charge:R:1 method="wB97M-V/def2-TZVPD" homo_ev=-10.386 de_lowest_kcal_mol=156.1 total_energy_ev=-15037.831 multiplicity=1 max_force_ev_per_a=2.89 smiles="C[C@H](CO)[C@@H](C)OON=O" charge=0 homo_lumo_gap_ev=10.250
O -3.034036 0.685510 -0.440629 -0.421 0.172 -0.012 -0.058
H -1.215523 2.437499 -0.526791 0.178 -0.015 0.135 0.083
O 2.832052 -0.425452 0.269906 -0.226 0.233 0.490 -0.054
H -0.391327 1.942952 0.983587 0.021 0.158 -0.261 0.096
C 0.501244 -0.444142 0.200048 -0.573 0.002 0.617 -0.389
N 3.843778 0.477084 -0.077256 1.907 0.378 1.796 -0.005
H -0.415476 -2.362657 0.343516 0.163 0.012 -0.056 0.083
H 0.377025 -2.045372 -1.214079 0.144 -0.073 0.193 0.101
H 0.554813 2.141399 -0.522765 -0.358 0.141 0.158 0.083
H -1.968536 0.034079 1.225069 -0.123 -0.099 -0.193 0.132
C -2.007748 -0.096152 0.127399 0.561 -0.419 0.317 -0.245
C -0.646572 0.359003 -0.426150 -0.117 -0.062 -0.175 -0.312
C 0.459486 -1.906008 -0.129392 -0.087 -0.366 -0.097 -0.031
H 1.348647 -2.398429 0.260182 -0.022 -0.143 -0.144 0.080
C -0.409850 1.826284 -0.110935 -0.166 0.279 -0.164 -0.050
H -2.185929 -1.159801 -0.097089 0.114 0.208 0.100 0.116
O 4.752279 0.417658 0.705361 -2.118 -0.400 -1.931 0.051
H 0.465956 -0.286435 1.292469 0.050 -0.113 -0.147 0.158
H -0.637723 0.175108 -1.515725 0.010 0.145 0.312 0.158
H -3.884095 0.424547 -0.053282 0.436 0.096 -0.175 0.098
O 1.661525 0.203334 -0.293444 0.628 -0.134 -0.763 -0.095